Entry 1:
Here is the ion C7H10N with charge +1 in a non-equilibrium geometry from the Open Molecules 2025 dataset. Energies are from ωB97M-V/def2-TZVPD.

Last column: Löwdin charge in e.
Cartesian coordinates (Å):
C 1.781163 0.599313 0.726395  0.109
C 0.775627 1.124899 -0.160010  -0.101
C 1.423165 0.126716 -0.938110  0.023
C 2.754310 0.096726 -0.326496  -0.014
C -0.095242 -0.374664 -0.897672  -0.188
C -0.465665 -1.505828 0.011362  -0.021
C -1.707152 1.680555 -0.365229  -0.029
N -0.560683 0.891966 -0.200929  -0.073
H 1.447500 -0.056299 1.600004  0.168
H 3.454678 0.825246 -0.751985  0.141
H 3.196971 -0.897740 0.011515  0.162
H -0.426476 -0.470410 -1.978928  0.186
H -0.280380 -1.204827 1.057507  0.096
H -0.127393 -2.543986 -0.235634  0.120
H -1.525849 -1.614765 0.097558  0.083
H -1.926920 1.981251 -1.476368  0.136
H -1.660300 2.593690 0.157633  0.085
H -2.492705 0.954129 -0.032120  0.118

Atoms 1-2, force components in eV/Å:
C -1.3 -0.3 -0.6
C 1.9 0.4 1.1

Its electronic energy is -327.00712 Eh. For the energy relative to the best compared isomer or geometry (same formula, charge and spin), the calculation gives 121.7 kcal per mole. Its total charge is +1. The gap between HOMO and LUMO is 9.10 eV.

***

Entry 2:
Here is the molecule C5H9NO in a non-equilibrium geometry from the Open Molecules 2025 dataset. Energies are from ωB97M-V/def2-TZVPD.

Last column: Löwdin charge in e.
Cartesian coordinates (Å):
C -2.084786 -0.265947 -0.242110  -0.063
C -0.590693 -0.492309 0.013313  -0.366
C 0.208141 0.821458 0.039816  -0.163
C 1.709027 0.598768 -0.025062  -0.270
O 1.984925 -0.025011 -1.266684  -0.065
C -0.405293 -1.222313 1.278560  -0.205
N -0.280569 -1.771867 2.289465  0.152
H -2.219398 0.208326 -1.218946  0.083
H -2.519069 0.385317 0.523465  0.088
H -2.632940 -1.212333 -0.237865  0.084
H -0.175062 -1.114592 -0.787736  0.141
H -0.090420 1.421474 -0.827614  0.124
H -0.041617 1.395198 0.939495  0.129
H 2.032001 -0.031644 0.818032  0.120
H 2.227685 1.566241 0.057750  0.119
H 2.908441 -0.300921 -1.272186  0.093

Atoms 1-2, force components in eV/Å:
C -0.1 0.0 0.0
C 0.0 0.0 0.0

Its electronic energy is -325.90065 Eh. For the energy relative to the best compared isomer or geometry (same formula, charge and spin), the calculation gives 23.2 kcal per mole. The gap between HOMO and LUMO is 11.53 eV. The SMILES is C[C@H](C#N)CCO.

***

Entry 3:
Here is a structure of composition C38H36F3N3O4S2 in a non-equilibrium geometry from the Open Molecules 2025 dataset. Energies are from ωB97M-V/def2-TZVPD.

Last column: Löwdin charge in e.
Cartesian coordinates (Å):
C 0.288430 5.170971 0.516001  -0.037
C -0.473699 4.192493 1.335327  -0.236
C -0.023024 2.872025 1.471350  0.005
C -0.812265 1.908947 2.120414  -0.198
C -0.314754 0.502828 2.274294  -0.018
C -2.076092 2.296571 2.565127  -0.152
N -3.014366 1.297480 2.917874  0.086
C -3.583690 0.383671 2.078270  -0.073
C -3.033747 -0.119157 0.807025  -0.309
C -2.341088 0.690914 -0.271844  -0.270
C -1.795001 -0.218789 -1.292680  -0.068
C -2.873443 1.978105 -0.543248  -0.216
C -4.097348 2.426783 0.031883  -0.037
C -4.599494 3.722678 -0.186752  -0.085
C -3.888195 4.624741 -0.990090  -0.086
C -2.717593 4.194632 -1.609568  -0.074
C -2.310882 2.895276 -1.442843  -0.120
O -3.155857 -1.346970 0.660834  0.043
N -4.480643 -0.341824 2.822092  0.088
C -5.262923 -1.502227 2.499107  -0.135
C -6.348746 -1.423240 1.619234  -0.181
C -6.589679 -0.236890 0.744091  -0.027
C -7.261687 -2.490057 1.560101  0.009
C -7.133035 -3.609674 2.379654  -0.258
C -8.171068 -4.688338 2.374051  -0.048
C -6.007105 -3.698254 3.197206  0.010
C -5.071150 -2.655558 3.270855  -0.194
C -3.878805 -2.808736 4.157867  -0.031
C -4.550748 0.234330 4.101575  0.010
C -3.670561 1.238795 4.158729  0.013
C -2.498498 3.628423 2.573073  -0.190
C -3.830796 4.048503 3.104661  -0.036
C -1.681345 4.567209 1.927368  0.014
H 0.051510 6.193400 0.824497  0.089
H 1.362874 5.011032 0.593290  0.062
H 0.039509 5.076842 -0.545412  0.078
H 0.936786 2.577750 1.050266  0.122
H -0.424683 0.133611 3.308613  0.095
H -0.831038 -0.203594 1.608607  0.067
H 0.745726 0.471575 1.999437  0.094
H -2.255549 -0.124949 -2.262085  0.117
H -0.539943 0.000584 -1.484525  -0.105
H -1.680039 -1.235173 -0.922603  0.131
H -4.670671 1.729868 0.642165  0.076
H -5.540915 4.013723 0.280495  0.103
H -4.252938 5.652188 -1.099765  0.105
H -2.118814 4.877237 -2.251444  0.129
H -1.421585 2.565470 -2.076837  0.013
H -7.518336 -0.404832 0.182753  0.086
H -6.717231 0.696328 1.311972  0.091
H -5.786578 -0.108573 0.003774  0.086
H -8.103581 -2.425965 0.877047  0.121
H -8.116616 -5.295588 3.279675  0.079
H -9.176775 -4.267940 2.310829  0.082
H -8.055855 -5.361636 1.519460  0.089
H -5.840199 -4.583136 3.806771  0.120
H -3.830457 -3.856381 4.471137  0.083
H -2.941888 -2.577292 3.632108  0.094
H -3.935558 -2.203174 5.072896  0.079
H -5.214345 -0.165692 4.858327  0.146
H -3.422756 1.915416 4.965954  0.140
H -3.929142 5.132317 2.979130  0.090
H -4.668935 3.594568 2.557997  0.076
H -3.952377 3.821117 4.171157  0.071
H -2.031923 5.594348 1.848412  0.123
F -0.098491 -0.305557 -3.624287  0.086
C -0.056363 1.040606 -3.441389  -0.645
F 1.063401 1.514324 -4.045910  0.112
F -1.116564 1.635086 -4.045191  0.100
S -0.202180 1.269545 -1.481651  1.149
N 2.555304 2.615201 -2.348851  -0.138
C 3.581569 1.852810 -2.767596  -0.519
O 3.636674 0.627714 -2.694550  0.027
C 4.567965 2.833148 -3.368209  -0.127
C 4.098054 4.133971 -3.240554  -0.218
C 4.790628 5.239852 -3.724276  -0.042
C 6.070826 5.005660 -4.238515  -0.080
C 6.579670 3.695494 -4.288407  -0.084
C 5.832561 2.583274 -3.887693  -0.011
S 2.540801 4.161990 -2.380673  0.581
O 1.546144 4.770237 -3.246892  -0.327
O 2.716876 4.732765 -1.054343  -0.332
H 4.324787 6.228985 -3.698219  0.120
H 6.688567 5.831501 -4.593403  0.100
H 7.589916 3.523414 -4.660281  0.098
H 6.167836 1.543217 -3.933285  0.121

Atoms 1-2, force components in eV/Å:
C 0.2 0.4 0.2
C -0.3 -0.3 0.0

Its electronic energy is -3030.59126 Eh. For the energy relative to the best compared isomer or geometry (same formula, charge and spin), the calculation gives 0.0 kcal per mole. The gap between HOMO and LUMO is 6.20 eV.

***

no.,HOMO energy (eV),lowest unoccupied orbital energy (eV)
1,-13.918,-4.820
2,-10.730,0.798
3,-7.626,-1.425